Molecular formula: C15H21AsN3O3PtSSbSe4
Method: DFT, wB97M-V/def2-TZVPD

Geometry (Å):
Pt  -1.503  0.530  -1.959
Se  -2.583  -0.798  -7.134
Sb  -2.895  -0.942  -4.757
Se  -2.929  1.387  -3.682
Se  -0.766  -1.409  -3.449
Se  -4.743  -2.240  -3.898
O  4.861  1.313  4.524
S  6.211  1.347  3.999
O  6.911  2.604  4.195
O  7.002  0.158  4.268
C  5.999  1.283  2.188
N  7.117  1.311  1.458
C  6.961  1.257  0.147
C  5.721  1.172  -0.470
C  4.623  1.155  0.375
N  4.768  1.214  1.699
C  3.218  1.056  -0.124
C  2.901  1.030  -1.477
C  1.580  0.905  -1.869
N  0.577  0.818  -0.991
C  0.877  0.855  0.310
C  2.169  0.971  0.785
H  7.870  1.277  -0.448
H  5.639  1.118  -1.546
H  3.661  1.094  -2.244
H  1.303  0.854  -2.914
H  0.040  0.789  0.995
H  2.379  0.991  1.846
C  -2.555  0.414  2.377
C  -2.217  -0.859  1.618
As  -2.683  -0.789  -0.289
C  -2.690  -2.695  -0.708
C  -3.841  -3.483  -0.102
C  -4.587  -0.341  -0.276
C  -4.868  1.156  -0.298
H  -2.190  0.371  3.405
H  -3.635  0.571  2.412
H  -2.117  1.297  1.905
H  -2.730  -1.719  2.056
H  -1.145  -1.071  1.660
H  -1.719  -3.070  -0.379
H  -2.710  -2.761  -1.794
H  -3.879  -3.407  0.989
H  -3.743  -4.540  -0.357
H  -4.796  -3.145  -0.505
H  -5.059  -0.834  0.579
H  -4.969  -0.809  -1.188
H  -4.474  1.665  0.584
H  -5.944  1.339  -0.338
H  -4.416  1.610  -1.180

The expectation value of S² is 2.010. Its multiplicity is 3. The net charge is -2.

Molecular formula: C21H31EuNOP2
Method: DFT, wB97M-V/def2-TZVPD

Geometry (Å):
C  -3.026  1.411  -2.864
C  -2.582  1.279  -1.552
C  -2.863  0.044  -0.874
C  -3.155  -1.131  -1.659
C  -3.306  -0.982  -3.060
C  -3.315  0.272  -3.640
C  -3.218  -2.348  -0.965
C  -2.759  -2.445  0.348
C  -2.507  -1.208  1.051
C  -1.926  -1.254  2.371
C  -1.840  -2.475  3.024
C  -2.072  -3.677  2.332
C  -2.457  -3.676  1.004
H  -3.097  2.404  -3.314
H  -3.410  -1.893  -3.663
H  -3.543  0.390  -4.698
H  -3.576  -3.222  -1.473
H  -1.593  -2.494  4.087
H  -1.882  -4.623  2.844
H  -2.561  -4.593  0.438
N  -2.723  -0.014  0.471
Eu  1.712  -0.382  -1.871
C  -1.705  2.315  -0.884
H  -1.887  2.312  0.200
H  -1.868  3.312  -1.311
C  -1.327  0.036  2.960
H  -1.908  0.906  2.607
H  -1.268  0.017  4.056
P  0.097  1.894  -1.106
P  0.345  0.215  2.279
C  1.364  -1.146  2.844
H  2.241  -1.235  2.196
H  1.695  -0.948  3.873
H  0.815  -2.091  2.823
C  1.102  1.789  2.612
H  1.522  1.780  3.624
H  1.910  1.952  1.890
H  0.371  2.596  2.522
C  0.207  2.037  -2.949
H  -0.253  2.996  -3.220
H  1.260  2.032  -3.289
H  -0.341  1.233  -3.466
C  0.863  3.479  -0.611
H  1.957  3.365  -0.613
H  0.577  4.272  -1.316
H  0.539  3.747  0.403
H  1.519  -0.893  -0.201
H  0.009  0.179  0.902
C  6.234  -0.500  -0.506
C  4.844  -1.108  -0.643
O  3.873  -0.075  -1.052
H  6.472  0.124  -1.373
H  6.956  -1.317  -0.449
H  6.317  0.113  0.400
H  4.770  -1.854  -1.431
H  4.501  -1.569  0.296
H  3.893  0.654  -0.400

The expectation value of S² is 12.054. Its multiplicity is 7. The net charge is +1.

Molecular formula: C5H11N
Method: DFT, wB97M-V/def2-TZVPD

Geometry (Å):
C  0.156  -1.899  0.412
N  -0.645  -0.880  0.322
C  -2.046  -0.548  0.523
C  -1.038  0.282  -0.180
C  2.189  1.153  0.775
C  -0.861  0.750  -1.583
H  1.102  -1.870  -0.115
H  2.398  0.225  1.314
H  -0.109  -2.713  1.073
H  -2.357  -0.289  1.536
H  -2.727  -1.230  -0.004
H  1.109  1.333  0.772
H  2.548  1.063  -0.254
H  2.703  1.984  1.264
H  -1.440  1.660  -1.763
H  0.192  0.988  -1.773
H  -1.173  -0.009  -2.320

The net charge is 0.

Molecular formula: C3H8N3S
Method: DFT, wB97M-V/def2-TZVPD

Geometry (Å):
C  -1.494  -0.322  -0.048
C  0.868  -0.423  -0.471
C  -2.718  -1.002  0.351
N  -0.362  -0.889  -0.222
N  1.388  0.421  0.385
N  2.701  0.815  0.155
S  -1.678  1.439  -0.018
H  -0.258  1.476  -0.223
H  1.480  -0.750  -1.357
H  -3.183  -0.359  1.026
H  -2.549  -2.011  0.738
H  -3.361  -1.020  -0.448
H  3.136  0.342  -0.726
H  3.340  0.527  0.911
H  2.688  1.757  -0.052

The SMILES is C/C(S)=N/C=N/[NH3+]. The net charge is +1.

Molecular formula: C3H5PS
Method: DFT, wB97M-V/def2-TZVPD

Geometry (Å):
C  2.199  0.808  0.464
C  2.222  -0.295  -0.437
C  3.179  0.061  1.005
P  -1.760  -1.136  0.697
S  2.794  -1.639  0.576
H  1.864  1.840  0.249
H  2.533  -0.161  -1.536
H  -0.525  -0.311  1.078
H  -1.005  -1.620  -0.298
H  -2.472  -0.063  0.150

The SMILES is C1=C2S[C@@H]12.P. The net charge is 0.

Molecular formula: C56H136Cl8N8
Method: DFT, wB97M-V/def2-TZVPD

Geometry (Å):
C  -7.682  3.589  0.923
C  -6.388  3.107  1.489
N  -5.334  4.045  1.418
C  -4.148  3.361  1.941
C  -3.055  4.384  2.235
C  -5.089  4.643  0.095
C  -4.633  3.707  -0.969
H  -8.486  2.963  1.243
H  -7.672  3.625  -0.159
H  -7.949  4.624  1.247
H  -6.526  2.882  2.533
H  -6.233  2.090  1.043
H  -4.464  2.874  2.827
H  -3.745  2.584  1.275
H  -2.633  4.922  1.390
H  -3.444  5.151  2.893
H  -2.273  3.890  2.853
H  -4.353  5.462  0.241
H  -6.011  5.155  -0.159
H  -5.203  2.796  -1.143
H  -3.626  3.379  -0.749
H  -4.593  4.211  -1.963
C  -2.295  -3.502  3.844
C  -2.417  -4.965  3.459
N  -2.056  -5.218  2.064
C  -1.763  -6.619  1.815
C  -0.443  -7.100  2.396
C  -3.116  -4.724  1.205
C  -2.792  -4.661  -0.269
H  -2.411  -3.360  4.905
H  -3.003  -2.744  3.450
H  -1.289  -3.109  3.615
H  -1.755  -5.531  4.105
H  -3.475  -5.223  3.645
H  -2.580  -7.286  2.135
H  -1.706  -6.815  0.726
H  0.437  -6.621  1.946
H  -0.365  -6.926  3.493
H  -0.414  -8.180  2.280
H  -3.405  -3.749  1.523
H  -4.017  -5.323  1.359
H  -2.632  -5.576  -0.826
H  -1.834  -4.161  -0.461
H  -3.639  -4.143  -0.723
C  2.292  -0.892  -4.356
C  0.832  -0.515  -4.500
N  0.449  -0.515  -5.869
C  0.452  -1.838  -6.465
C  0.469  -1.785  -8.008
C  -0.861  0.085  -6.065
C  -1.018  1.572  -5.670
H  2.561  -1.929  -4.544
H  2.725  -0.716  -3.382
H  2.913  -0.358  -5.100
H  0.210  -1.175  -3.896
H  0.646  0.453  -4.082
H  1.397  -2.280  -6.228
H  -0.307  -2.538  -6.152
H  1.283  -1.147  -8.369
H  0.571  -2.784  -8.362
H  -0.410  -1.409  -8.523
H  -1.563  -0.533  -5.394
H  -1.150  -0.033  -7.121
H  -0.598  1.746  -4.707
H  -2.059  1.850  -5.679
H  -0.595  2.180  -6.458
C  4.511  1.824  5.490
C  3.157  1.370  5.926
N  2.357  0.888  4.767
C  2.850  -0.419  4.393
C  2.488  -0.865  2.987
C  0.951  0.832  4.992
C  0.264  2.157  5.249
H  4.482  2.576  4.703
H  5.070  1.033  4.969
H  5.192  2.125  6.274
H  3.175  0.643  6.768
H  2.640  2.269  6.313
H  2.407  -1.127  5.107
H  3.934  -0.450  4.487
H  2.740  -0.065  2.263
H  1.423  -1.079  2.955
H  3.063  -1.782  2.749
H  0.489  0.340  4.105
H  0.702  0.112  5.806
H  0.735  2.722  6.056
H  0.248  2.803  4.375
H  -0.795  1.963  5.460
C  1.865  -3.733  0.985
C  1.035  -4.373  -0.147
N  1.850  -5.209  -1.036
C  2.183  -6.523  -0.452
C  3.446  -7.133  -1.085
C  1.311  -5.318  -2.338
C  1.313  -3.974  -3.079
H  2.752  -3.204  0.649
H  2.288  -4.447  1.736
H  1.180  -3.093  1.558
H  0.183  -4.958  0.270
H  0.571  -3.539  -0.654
H  2.341  -6.362  0.621
H  1.378  -7.246  -0.517
H  3.393  -7.166  -2.190
H  4.278  -6.497  -0.821
H  3.540  -8.156  -0.657
H  0.254  -5.680  -2.339
H  1.955  -5.998  -2.935
H  1.122  -4.020  -4.139
H  2.305  -3.533  -2.977
H  0.599  -3.340  -2.613
C  -2.736  8.981  -1.346
C  -1.849  8.195  -0.391
N  -0.699  7.650  -1.013
C  0.167  7.024  -0.054
C  0.850  8.149  0.690
C  -1.085  6.757  -2.134
C  -1.954  5.601  -1.731
H  -3.392  8.273  -1.837
H  -2.142  9.550  -2.079
H  -3.334  9.719  -0.770
H  -1.433  8.897  0.338
H  -2.431  7.446  0.179
H  -0.358  6.314  0.635
H  0.920  6.461  -0.556
H  0.246  8.662  1.450
H  1.672  7.761  1.306
H  1.379  8.881  0.083
H  -0.118  6.429  -2.545
H  -1.498  7.302  -2.973
H  -2.948  5.939  -1.411
H  -1.602  4.963  -0.955
H  -2.104  4.921  -2.590
C  -1.575  1.660  -1.868
C  -1.446  1.264  -0.389
N  -1.599  -0.228  -0.208
C  -0.828  -1.049  -1.158
C  0.720  -0.918  -0.995
C  -1.394  -0.609  1.210
C  -2.446  -0.149  2.148
H  -0.771  1.288  -2.502
H  -1.482  2.726  -1.924
H  -2.514  1.316  -2.300
H  -0.481  1.569  0.021
H  -2.209  1.796  0.192
H  -1.145  -2.082  -1.136
H  -1.090  -0.740  -2.164
H  1.193  -1.458  -1.791
H  1.031  0.114  -0.943
H  1.038  -1.377  -0.054
H  -0.441  -0.281  1.648
H  -1.359  -1.723  1.205
H  -2.530  0.948  2.100
H  -2.069  -0.338  3.152
H  -3.412  -0.578  1.938
C  4.448  -1.239  -0.048
C  4.734  -1.963  -1.317
N  6.085  -2.453  -1.451
C  6.611  -3.120  -0.227
C  8.096  -3.360  -0.293
C  6.148  -3.436  -2.563
C  6.289  -2.714  -3.935
H  5.077  -0.383  0.092
H  4.492  -1.871  0.839
H  3.400  -0.859  -0.135
H  4.024  -2.762  -1.395
H  4.581  -1.276  -2.113
H  6.102  -4.117  0.004
H  6.534  -2.390  0.609
H  8.592  -2.453  -0.595
H  8.394  -4.212  -0.905
H  8.418  -3.515  0.731
H  7.008  -4.085  -2.403
H  5.236  -4.039  -2.572
H  7.311  -2.384  -4.010
H  6.303  -3.516  -4.687
H  5.567  -1.968  -4.232
Cl  0.592  3.879  1.771
C  1.712  2.517  1.381
C  3.151  2.874  1.754
Cl  3.739  4.205  0.629
H  1.735  2.428  0.286
H  1.313  1.644  1.881
H  3.757  1.991  1.555
H  3.286  3.193  2.744
Cl  -5.931  -2.568  -0.682
C  -4.523  -1.438  -0.688
C  -4.969  0.017  -0.841
Cl  -5.416  0.426  -2.505
H  -3.841  -1.742  -1.440
H  -4.061  -1.521  0.280
H  -4.131  0.636  -0.537
H  -5.814  0.265  -0.226
Cl  4.197  1.570  -1.860
C  4.075  3.023  -2.902
C  2.763  3.113  -3.573
Cl  1.370  3.145  -2.391
H  4.816  3.006  -3.688
H  4.193  3.904  -2.223
H  2.520  2.315  -4.269
H  2.824  4.039  -4.095
Cl  -3.855  1.037  5.782
C  -4.321  -0.698  5.638
C  -4.028  -1.379  6.913
Cl  -2.253  -1.423  7.255
H  -3.779  -1.080  4.816
H  -5.404  -0.722  5.390
H  -4.363  -2.424  6.930
H  -4.501  -0.864  7.744

The SMILES is CCN(CC)CC.CCN(CC)CC.CCN(CC)CC.CCN(CC)CC.CCN(CC)CC.CCN(CC)CC.CCN(CC)CC.CCN(CC)CC.ClCCCl.ClCCCl.ClCCCl.ClCCCl. The net charge is 0.

Molecular formula: C3H9N3
Method: DFT, wB97M-V/def2-TZVPD

Geometry (Å):
C  1.543  -1.342  -1.377
C  1.604  -1.270  0.933
N  1.491  -0.576  -0.106
H  0.881  -2.211  -1.310
H  1.198  -0.679  -2.160
H  2.569  -1.640  -1.526
H  1.674  -0.750  1.889
H  1.512  -2.356  0.955
N  -2.175  0.842  1.093
C  -1.562  1.607  0.143
N  -2.108  2.587  -0.455
H  -1.624  0.279  1.714
H  -2.967  1.309  1.509
H  -0.583  1.240  -0.171
H  -1.453  2.960  -1.132

The SMILES is [H]/N=C/N.C=NC. The net charge is 0.

Molecular formula: C3H8NO
Method: DFT, wB97M-V/def2-TZVPD

Geometry (Å):
C  0.948  -0.093  -0.767
C  -0.230  -0.491  0.017
C  1.946  0.799  -0.210
N  0.690  -1.338  -0.006
O  -3.178  -0.327  0.479
H  0.830  -0.127  -1.907
H  -1.315  -0.442  0.305
H  2.811  1.105  -0.856
H  2.338  0.461  0.800
H  1.488  1.823  0.148
H  -3.790  0.126  -0.123
H  1.003  -2.230  0.353
H  -3.384  -0.206  1.372

The net charge is +1.

Molecular formula: C35H32Br2N6O4Tc
Method: DFT, wB97M-V/def2-TZVPD

Geometry (Å):
Tc  -0.118  0.209  -0.331
N  0.820  -1.449  -1.486
C  1.287  -0.970  -2.794
C  1.551  0.526  -2.788
O  2.083  1.065  -3.735
N  1.147  1.182  -1.620
C  1.734  2.396  -1.401
C  0.425  4.264  -1.827
O  1.233  4.944  -2.342
O  -0.582  3.924  -1.333
H  1.573  -1.894  -0.975
H  0.102  -2.156  -1.601
H  0.532  -1.175  -3.554
H  2.206  -1.464  -3.111
H  2.570  2.667  -2.032
H  1.730  2.754  -0.376
C  -6.763  -0.022  -2.594
C  -6.432  -1.343  -1.961
C  -7.344  -2.388  -1.957
C  -7.048  -3.609  -1.372
C  -5.807  -3.802  -0.794
C  -4.870  -2.781  -0.794
C  -5.183  -1.550  -1.361
N  -4.258  -0.474  -1.381
C  -3.029  -0.503  -0.748
N  -3.064  -0.723  0.589
C  -2.070  -1.426  1.332
C  -0.716  -1.318  0.998
C  0.161  -2.134  1.719
C  -0.269  -2.973  2.735
C  -1.611  -2.990  3.083
C  -2.534  -2.218  2.393
C  -3.985  -2.231  2.797
N  -1.924  -0.306  -1.396
C  -1.908  -0.618  -2.785
C  -1.996  -1.962  -3.155
C  -1.879  -2.339  -4.480
C  -1.670  -1.361  -5.452
C  -1.607  -0.032  -5.080
C  -1.732  0.372  -3.749
C  -1.673  1.828  -3.395
H  -7.797  -0.005  -2.931
H  -6.133  0.175  -3.467
H  -6.614  0.802  -1.893
H  -8.312  -2.234  -2.419
H  -7.781  -4.405  -1.376
H  -5.554  -4.754  -0.345
H  -3.894  -2.949  -0.360
H  -4.254  0.061  -2.236
H  -3.980  -0.651  1.000
H  1.226  -2.086  1.509
H  0.440  -3.586  3.277
H  -1.954  -3.611  3.902
H  -4.128  -2.858  3.675
H  -4.633  -2.615  2.005
H  -4.338  -1.228  3.059
H  -2.158  -2.708  -2.384
H  -1.947  -3.384  -4.753
H  -1.563  -1.638  -6.492
H  -1.454  0.730  -5.836
H  -2.418  2.386  -3.967
H  -0.694  2.243  -3.648
H  -1.839  2.006  -2.335
Br  -2.994  3.367  2.394
C  -1.208  2.844  2.688
C  -0.523  3.312  3.824
C  0.773  2.946  4.062
Br  1.649  3.615  5.605
C  1.459  2.078  3.176
C  2.799  1.643  3.314
C  3.337  0.812  2.376
C  2.542  0.381  1.296
N  1.294  0.750  1.148
C  0.748  1.610  2.060
C  -0.598  2.006  1.778
O  -1.162  1.558  0.686
H  -1.034  3.972  4.510
H  3.385  1.979  4.158
H  4.360  0.474  2.448
H  2.948  -0.279  0.538

The expectation value of S² is 0.772. Its multiplicity is 2. The net charge is 0.

Going through the records in order, we get max |F| values of 0.47 3.50 0.37 5.14 3.25 2.47 1.43 4.75 2.58 eV/A.
Going through the records in order, we get calculated total energy values of -13573.6077 -2341.3863 -251.7215 -681.2257 -856.6333 -6334.7134 -283.9267 -248.7428 -7211.3327 hartree.
Going through the records in order, we get M values of 1031.02 527.40 85.15 118.18 104.11 1205.38 87.13 74.10 858.49 g/mol.